No. 1
{
  "formula": "C5H6O2",
  "method": "wB97M-V/def2-TZVPD",
  "symbols": ["C", "O", "C", "C", "O", "C", "C", "H", "H", "H", "H", "H", "H"],
  "positions_angstrom": [[-1.4599, 0.2708, 0.6254], [-0.1449, -0.6749, 1.5283], [1.0162, -0.4143, 0.7812], [1.0139, -0.8308, -0.6534], [-0.3470, -1.0616, -1.0102], [-0.6702, 0.2936, -0.6318], [0.7856, 0.6157, -0.3434], [-1.6632, 1.2800, 1.0536], [-2.4437, -0.2435, 0.4886], [1.9899, -0.3176, 1.3091], [1.7987, -1.3228, -1.2117], [-1.1822, 0.8431, -1.4283], [1.3025, 1.5620, -0.5038]],
  "forces_ev_per_angstrom": [[1.408, -0.919, 0.724], [-2.162, 1.795, -1.112], [-0.462, 1.162, -0.011], [0.112, -0.355, -0.254], [0.039, -0.042, -0.666], [-0.163, 0.220, 0.027], [0.205, 0.279, 0.507], [0.714, -0.863, 0.206], [1.224, -0.413, 0.761], [-0.997, -0.214, -0.153], [-0.076, -0.138, 0.047], [0.169, -0.016, -0.043], [-0.011, -0.495, -0.034]],
  "gap_ev": 9.86
}

***

No. 2
{
  "formula": "C5H6O2",
  "method": "wB97M-V/def2-TZVPD",
  "symbols": ["O", "C", "C", "C", "C", "C", "O", "H", "H", "H", "H", "H", "H"],
  "positions_angstrom": [[2.3774, 0.8526, -0.8273], [2.2998, -0.1850, 0.1280], [0.9172, -0.3658, 0.5280], [-0.2155, 0.0736, 0.5720], [-1.6310, 0.0007, 0.7911], [-2.5064, -0.1340, -0.4339], [-3.6292, 0.3009, -0.5328], [1.8793, 1.5956, -0.4577], [2.8943, 0.0246, 1.0277], [2.7014, -1.0854, -0.3410], [-2.0745, 0.6366, 1.5701], [-1.0541, -1.0034, 1.1465], [-2.0255, -0.6868, -1.2630]],
  "forces_ev_per_angstrom": [[0.353, 0.418, -0.034], [0.286, -0.225, 0.090], [0.042, 0.828, -0.343], [1.170, 0.519, -0.365], [0.323, -1.149, 0.581], [-0.122, -0.216, 0.104], [0.788, -0.173, 0.302], [0.153, -0.142, -0.224], [0.086, -0.022, -0.151], [0.024, 0.089, 0.035], [0.332, -0.459, -0.159], [-3.391, 0.497, 0.205], [-0.044, 0.035, -0.043]],
  "gap_ev": 9.93,
  "smiles": "O=CCC#CCO"
}

***

No. 3
{
  "formula": "C5H6O2",
  "method": "wB97M-V/def2-TZVPD",
  "symbols": ["C", "C", "C", "C", "C", "O", "O", "H", "H", "H", "H", "H", "H"],
  "positions_angstrom": [[-1.5647, -0.6913, 0.0160], [-0.2398, -0.0035, 0.0536], [0.0489, 1.4200, 0.2318], [0.8948, -0.0727, -0.8809], [1.7330, -0.5507, 0.1941], [2.8442, -0.9260, 0.4054], [0.6640, -0.4371, 1.1481], [-2.1453, -0.4232, 0.9033], [-1.4070, -1.7724, 0.0000], [-2.1281, -0.4012, -0.8755], [0.0391, 1.7442, 1.2891], [0.2808, 2.1678, -0.4939], [0.9796, -0.0890, -1.9697]],
  "forces_ev_per_angstrom": [[-0.043, -0.064, -0.011], [-0.250, 0.035, 0.249], [0.201, 0.236, -0.733], [0.190, 1.011, 0.332], [0.157, -0.124, 0.962], [-0.675, 0.107, -0.102], [0.206, -1.676, 0.134], [0.044, -0.075, -0.108], [-0.060, 0.077, -0.002], [0.101, 0.010, 0.120], [1.237, -0.320, -0.637], [-1.118, 0.348, -0.717], [0.009, 0.437, 0.514]],
  "gap_ev": [8.18, 8.22]
}

***

No. 4
{
  "formula": "C5H6O2",
  "method": "wB97M-V/def2-TZVPD",
  "symbols": ["O", "C", "C", "O", "C", "C", "C", "H", "H", "H", "H", "H", "H"],
  "positions_angstrom": [[-1.2978, -1.2263, 1.8329], [0.2734, -0.5821, 0.7164], [-0.2374, -0.6385, -0.6977], [-1.1340, 0.4784, -0.3751], [-0.0057, 0.8887, 0.4646], [1.0908, 1.1255, -0.5679], [0.9320, 0.0655, -1.3650], [-1.8642, -0.6727, 1.3053], [-0.0628, -1.2938, 1.5109], [-0.6859, -1.5300, -1.1228], [-0.2212, 1.6281, 1.2304], [1.7665, 1.9640, -0.6577], [1.4464, -0.2068, -2.2744]],
  "forces_ev_per_angstrom": [[0.392, -0.212, 0.161], [-0.190, 0.750, -0.836], [-0.136, -0.344, -0.437], [-0.128, 0.111, -0.140], [0.058, 0.413, 0.250], [0.050, 0.001, -0.153], [0.034, 0.148, -0.119], [-0.562, 0.394, -0.466], [0.576, -1.075, 1.543], [-0.090, 0.143, -0.056], [-0.021, -0.124, -0.044], [0.000, -0.118, 0.175], [0.017, -0.087, 0.123]],
  "gap_ev": [9.54, 9.54]
}

***

No. 5
{
  "formula": "C5H6O2",
  "method": "wB97M-V/def2-TZVPD",
  "symbols": ["O", "C", "C", "O", "C", "C", "C", "H", "H", "H", "H", "H", "H"],
  "positions_angstrom": [[0.4628, -2.1666, 0.5734], [-0.0021, -1.1206, 0.1854], [-1.3489, -0.9191, -0.4995], [-1.5035, 0.4749, -0.6804], [-0.2290, 1.1124, -0.6174], [1.6200, 0.5358, 1.0818], [0.6047, 0.2404, 0.2782], [-2.1590, -1.2914, 0.1363], [-1.3765, -1.4653, -1.4540], [-0.3755, 2.1285, -0.2418], [2.0824, -0.2495, 1.6750], [2.0055, 1.5468, 1.1859], [0.2189, 1.1737, -1.6229]],
  "forces_ev_per_angstrom": [[-0.225, 0.449, -0.145], [0.047, -0.350, 0.161], [-0.011, -0.260, 0.029], [-0.078, 0.056, -0.008], [0.191, 0.168, 0.024], [-0.123, -0.020, -0.095], [0.195, 0.085, 0.099], [0.115, 0.009, -0.102], [0.062, 0.081, 0.097], [0.022, -0.151, -0.032], [-0.078, 0.090, -0.098], [-0.040, -0.144, -0.060], [-0.076, -0.014, 0.127]],
  "gap_ev": 9.80,
  "smiles": "C=C1COCC1=O"
}

***

No. 6
{
  "formula": "C5H6O2",
  "method": "wB97M-V/def2-TZVPD",
  "symbols": ["C", "C", "O", "C", "O", "C", "C", "H", "H", "H", "H", "H", "H"],
  "positions_angstrom": [[-1.9252, 0.8347, -0.0349], [-0.8778, 0.2348, 0.8210], [-0.9434, -0.9268, 1.2013], [1.1639, 0.1339, -1.3456], [0.7561, 0.7455, -2.2457], [2.0163, -0.5093, -0.6583], [2.2544, -1.1690, 0.4184], [-2.4770, 1.6526, 0.4317], [-2.6269, 0.0567, -0.3445], [-1.4096, 1.2345, -0.9137], [-0.1222, 0.9516, 1.1928], [0.9508, -1.6509, 0.9188], [3.2406, -1.5883, 0.5584]],
  "forces_ev_per_angstrom": [[-0.165, -0.218, -0.894], [-0.971, -0.759, 1.164], [0.699, 1.028, -0.430], [-0.156, 0.830, -2.041], [-1.116, 0.677, -0.321], [1.110, 0.309, 0.573], [-4.148, -2.966, 1.539], [0.262, 0.004, 0.200], [0.071, 0.139, 0.005], [-0.226, 0.145, -0.095], [0.340, -0.378, -0.014], [4.392, 1.337, -0.536], [-0.093, -0.147, 0.850]],
  "gap_ev": 8.27
}

***

No. 7
{
  "formula": "C5H6O2",
  "method": "wB97M-V/def2-TZVPD",
  "symbols": ["C", "C", "O", "C", "C", "O", "C", "H", "H", "H", "H", "H", "H"],
  "positions_angstrom": [[1.7598, -0.1280, -0.2654], [0.2945, 0.1286, -0.1095], [-0.2344, 1.3316, -0.6099], [-1.4432, 0.7089, -0.1038], [-0.9664, -0.7307, -0.3129], [-1.3022, -1.1367, 1.0180], [-1.0076, 0.2388, 1.2852], [2.3550, 0.7438, 0.0284], [1.9637, -0.3332, -1.3253], [2.0730, -0.9982, 0.3183], [-2.3949, 1.1696, -0.3698], [-1.1336, -1.4540, -1.1208], [0.0363, 0.4597, 1.5675]],
  "forces_ev_per_angstrom": [[-0.157, -0.021, 0.085], [0.362, -0.282, -0.316], [-0.009, 0.075, -0.199], [-0.475, 0.138, -0.116], [-0.060, -0.236, -0.579], [0.165, -0.205, -0.001], [0.720, 0.198, -0.293], [-0.201, -0.139, 0.002], [-0.048, 0.012, 0.144], [-0.084, 0.098, -0.064], [0.129, -0.030, 0.154], [-0.128, 0.007, -0.009], [-0.212, 0.385, 1.193]],
  "gap_ev": 8.80
}

***

No. 8
{
  "formula": "C5H6O2",
  "method": "wB97M-V/def2-TZVPD",
  "symbols": ["O", "C", "C", "C", "C", "C", "O", "H", "H", "H", "H", "H", "H"],
  "positions_angstrom": [[2.2416, 1.2007, -0.8914], [1.9533, -0.0920, -0.3982], [0.5423, -0.2151, 0.0600], [-0.2668, -0.3191, 1.0257], [-1.6475, -0.3426, 1.1402], [-1.9255, -0.0899, -0.7553], [-2.9318, 0.0655, -1.3008], [2.0209, 1.8285, -0.1918], [2.6267, -0.3757, 0.4229], [2.1405, -0.7765, -1.2297], [-2.1481, 0.5122, 1.5997], [-2.1329, -1.2925, 1.3727], [-0.4727, -0.1035, -0.8539]],
  "forces_ev_per_angstrom": [[-0.010, 0.216, 0.158], [-0.017, -0.362, 0.074], [-0.066, 0.013, 0.249], [-0.045, 0.029, -0.353], [0.123, -0.035, 0.246], [-0.919, 0.144, -0.538], [0.852, -0.140, 0.483], [0.054, -0.018, -0.151], [-0.104, 0.074, -0.115], [-0.044, 0.065, 0.112], [0.090, -0.116, -0.092], [0.073, 0.129, -0.072], [0.011, 0.001, -0.001]],
  "gap_ev": 10.08
}

***

No. 9
{
  "formula": "C5H6O2",
  "method": "wB97M-V/def2-TZVPD",
  "symbols": ["O", "C", "C", "O", "C", "C", "C", "H", "H", "H", "H", "H", "H"],
  "positions_angstrom": [[-1.7715, -1.6805, 0.4024], [-0.4493, -0.2654, 0.7040], [0.7784, -0.5691, -0.1645], [0.0186, -0.2731, -1.3604], [-0.6570, 0.6691, -0.4861], [0.4616, 1.6206, -0.0652], [1.4607, 0.7561, 0.1673], [-1.2023, -2.2444, -0.1545], [-1.1880, -1.1188, 1.2625], [1.3322, -1.5094, -0.1639], [-1.6233, 1.0243, -0.8383], [0.3954, 2.6888, 0.0997], [2.4445, 0.9018, 0.5970]],
  "forces_ev_per_angstrom": [[0.384, -0.181, -0.283], [0.256, 0.309, -0.250], [0.262, -0.329, 0.100], [0.061, 0.034, -0.146], [-0.315, 0.287, -0.108], [0.069, -0.052, 0.096], [-0.111, 0.020, 0.127], [-0.319, 0.197, 0.441], [-0.261, -0.318, 0.074], [-0.064, 0.223, -0.006], [0.176, -0.020, 0.122], [0.035, -0.179, -0.034], [-0.172, 0.008, -0.134]],
  "gap_ev": 10.02
}

***

The records above give, respectively, ΔE to the lowest compared entry with this formula, charge and spin values of 101.7 95.9 91.9 153.5 27.5 108.5 154.6 101.4 147.3 kcal per mole.